Entry from OMol25: C4H6N2O in the gas phase (ωB97M-V/def2-TZVPD).

Computed properties:
- lowest unoccupied orbital energy (eV) = -0.3054
- E_HOMO (hartree) = -0.312
- SMILES string = CC(=C=CN)N=O
- orbital gap (hartree) = 0.301
- total energy (eV) = -9268.7494
- spin multiplicity = 1

Bonds (Å) are listed after each position.
Element x y z (Å)
1 C 0.076 -2.374 -0.062  C2 1.501, H8 1.094, H9 1.092, H10 1.097
2 C 0.191 -0.886 -0.224  C1 1.501, C3 1.319, N6 1.474
3 C -0.314 0.095 0.498  C2 1.319, C4 1.329
4 C -0.667 1.374 0.433  C3 1.329, N5 1.377, H11 1.090
5 N -0.095 2.494 0.992  C4 1.377, H12 1.009, H13 1.011
6 N 0.870 -0.509 -1.476  C2 1.474, O7 1.205
7 O 1.035 0.673 -1.645  N6 1.205
8 H 0.857 -2.881 -0.638  C1 1.094
9 H 0.139 -2.683 0.984  C1 1.092
10 H -0.891 -2.714 -0.454  C1 1.097
11 H -1.632 1.546 -0.045  C4 1.090
12 H -0.484 3.358 0.643  N5 1.009
13 H 0.916 2.509 0.996  N5 1.011